Here is 12 unconnected molecules or ions with the total composition C68H61N11O23 at a distorted geometry from the Open Molecules 2025 dataset. Energies are from ωB97M-V with the def2-TZVPD basis set.

Values from the calculation:
Orbital gap ... 8.4 eV
E ... -134957.589 eV
HOMO energy ... -9.64 eV
SMILES string ... O=[N+]([O-])c1ccccc1.O=[N+]([O-])c1ccccc1.O=[N+]([O-])c1ccccc1.O=[N+]([O-])c1ccccc1.O=[N+]([O-])c1ccccc1.O=[N+]([O-])c1ccccc1.O=[N+]([O-])c1ccccc1.O=[N+]([O-])c1ccccc1.O=[N+]([O-])c1ccccc1.O=[N+]([O-])c1ccccc1.O=[N+]([O-])c1ccccc1.CCO
Net charge ... 0
LUMO level ... -0.0466 Eh

Structure (XYZ):
```
163
C68H61N11O23 | the Open Molecules 2025 dataset | ωB97M-V with the def2-TZVPD basis set
O 4.00 -23.21 23.08
N 2.98 -23.11 23.72
O 2.64 -24.07 24.43
C 2.15 -21.90 23.72
C 2.52 -20.82 22.92
C 1.76 -19.64 22.86
C 0.61 -19.59 23.69
C 0.22 -20.67 24.48
C 1.01 -21.81 24.50
H 3.36 -20.87 22.24
H 2.03 -18.84 22.19
H -0.07 -18.75 23.61
H -0.62 -20.61 25.17
H 0.79 -22.58 25.21
O 1.70 -16.56 19.06
N 1.42 -17.73 18.75
O 2.08 -18.37 17.90
C 0.37 -18.48 19.43
C -0.52 -17.87 20.32
C -1.46 -18.52 21.11
C -1.45 -19.88 21.06
C -0.64 -20.54 20.11
C 0.21 -19.86 19.27
H -0.39 -16.79 20.34
H -2.07 -17.93 21.78
H -2.04 -20.51 21.71
H -0.61 -21.61 20.01
H 0.84 -20.40 18.58
O 3.58 -13.04 24.96
N 2.77 -12.33 24.39
O 2.76 -11.12 24.66
C 1.82 -12.99 23.44
C 1.95 -14.36 23.08
C 1.03 -14.99 22.24
C -0.04 -14.28 21.75
C -0.14 -12.93 22.08
C 0.76 -12.28 22.97
H 2.72 -15.00 23.50
H 1.10 -16.05 22.04
H -0.73 -14.81 21.11
H -1.04 -12.44 21.73
H 0.71 -11.24 23.25
O 0.33 -9.43 20.99
N -0.25 -9.70 19.96
O -1.09 -10.61 19.88
C 0.11 -8.88 18.73
C 0.87 -7.70 18.88
C 1.28 -6.97 17.78
C 0.83 -7.32 16.50
C 0.03 -8.46 16.29
C -0.32 -9.25 17.42
H 1.20 -7.38 19.86
H 1.93 -6.12 17.91
H 1.13 -6.74 15.64
H -0.20 -8.67 15.26
H -0.97 -10.09 17.23
O 4.22 -8.31 17.82
N 3.83 -9.33 17.23
O 3.81 -9.38 15.96
C 3.42 -10.53 17.98
C 3.00 -11.68 17.31
C 2.58 -12.81 18.03
C 2.64 -12.75 19.43
C 3.08 -11.64 20.14
C 3.51 -10.57 19.36
H 3.02 -11.65 16.23
H 2.36 -13.75 17.55
H 2.33 -13.66 19.93
H 3.12 -11.69 21.22
H 3.75 -9.63 19.84
O -2.06 -17.54 25.39
N -1.63 -16.44 25.05
O -1.54 -16.23 23.82
C -1.18 -15.46 26.07
C -0.55 -14.33 25.61
C -0.01 -13.44 26.55
C -0.16 -13.72 27.90
C -0.82 -14.90 28.34
C -1.25 -15.85 27.42
H -0.51 -14.09 24.55
H 0.48 -12.52 26.24
H 0.24 -13.12 28.71
H -0.87 -15.14 29.40
H -1.75 -16.78 27.67
O -0.96 -14.55 18.40
N -1.61 -14.86 17.45
O -1.45 -16.00 16.93
C -2.51 -13.89 16.77
C -3.19 -14.22 15.60
C -4.14 -13.35 15.04
C -4.42 -12.19 15.77
C -3.71 -11.80 16.85
C -2.76 -12.66 17.38
H -3.09 -15.19 15.13
H -4.74 -13.65 14.20
H -5.17 -11.55 15.35
H -3.92 -10.86 17.35
H -2.30 -12.48 18.34
O -4.73 -14.41 19.52
N -4.09 -15.43 19.41
O -3.16 -15.69 20.16
C -4.57 -16.40 18.39
C -5.78 -16.22 17.73
C -6.16 -17.07 16.67
C -5.38 -18.18 16.37
C -4.27 -18.46 17.14
C -3.84 -17.55 18.11
H -6.36 -15.33 17.93
H -7.07 -16.80 16.16
H -5.72 -18.94 15.68
H -3.72 -19.36 16.89
H -2.92 -17.71 18.65
O -0.90 -10.21 25.19
N -1.66 -9.90 24.22
O -1.63 -8.80 23.65
C -2.54 -10.98 23.64
C -2.71 -12.13 24.45
C -3.39 -13.24 23.90
C -3.91 -13.15 22.59
C -3.76 -11.96 21.84
C -3.03 -10.89 22.37
H -2.34 -12.31 25.45
H -3.50 -14.18 24.41
H -4.50 -13.99 22.24
H -4.19 -11.93 20.85
H -2.81 -10.00 21.81
O 6.30 -16.39 24.67
N 6.22 -15.38 23.94
O 6.76 -14.30 24.21
C 5.58 -15.52 22.61
C 4.81 -16.68 22.28
C 4.27 -16.83 20.99
C 4.51 -15.84 20.05
C 5.24 -14.71 20.34
C 5.67 -14.49 21.65
H 4.68 -17.46 23.01
H 3.70 -17.70 20.68
H 4.06 -15.94 19.07
H 5.34 -13.92 19.61
H 6.20 -13.57 21.85
O 1.83 -17.09 24.82
N 1.64 -17.43 25.94
O 0.77 -18.22 26.30
C 2.40 -16.70 27.01
C 2.02 -16.89 28.35
C 2.64 -16.19 29.35
C 3.73 -15.36 29.05
C 4.16 -15.20 27.73
C 3.51 -15.86 26.71
H 1.32 -17.67 28.61
H 2.25 -16.37 30.35
H 4.12 -14.84 29.91
H 5.08 -14.67 27.56
H 3.86 -15.81 25.69
C 1.26 -10.01 27.45
C 2.67 -10.47 27.99
O 2.90 -9.91 29.25
H 1.04 -10.45 26.48
H 1.34 -8.92 27.41
H 0.47 -10.34 28.12
H 3.36 -10.06 27.25
H 2.75 -11.55 28.05
H 3.85 -9.96 29.43
```

Mulliken population analysis, charges in e, atoms 1 to 99: atom 1 (O): -0.6026, atom 2 (N): 0.9902, atom 3 (O): -0.6170, atom 4 (C): -0.5961, atom 5 (C): -0.3570, atom 6 (C): 0.0495, atom 7 (C): -0.3459, atom 8 (C): -0.7905, atom 9 (C): -0.3059, atom 10 (H): 0.5024, atom 11 (H): 0.7070, atom 12 (H): 0.3268, atom 13 (H): 0.4987, atom 14 (H): 0.4505, atom 15 (O): -0.2036, atom 16 (N): 0.7446, atom 17 (O): -0.6695, atom 18 (C): -0.2377, atom 19 (C): 1.7496, atom 20 (C): -0.5568, atom 21 (C): -0.9293, atom 22 (C): -0.7805, atom 23 (C): -0.6450, atom 24 (H): -0.6044, atom 25 (H): 0.5394, atom 26 (H): 0.5476, atom 27 (H): 0.4935, atom 28 (H): 0.5661, atom 29 (O): -0.5167, atom 30 (N): 1.2011, atom 31 (O): -0.7060, atom 32 (C): -0.2191, atom 33 (C): 0.1024, atom 34 (C): 0.5766, atom 35 (C): 0.6638, atom 36 (C): -0.0505, atom 37 (C): -0.5860, atom 38 (H): 0.1009, atom 39 (H): -0.5322, atom 40 (H): -0.8319, atom 41 (H): 0.1215, atom 42 (H): 0.6133, atom 43 (O): -0.5640, atom 44 (N): 1.0916, atom 45 (O): -0.3633, atom 46 (C): -0.1830, atom 47 (C): -0.3069, atom 48 (C): -0.6048, atom 49 (C): -0.4221, atom 50 (C): -0.6442, atom 51 (C): -0.0201, atom 52 (H): 0.4489, atom 53 (H): 0.4071, atom 54 (H): 0.3860, atom 55 (H): 0.4090, atom 56 (H): 0.3914, atom 57 (O): -0.5747, atom 58 (N): 1.0766, atom 59 (O): -0.6024, atom 60 (C): -0.3784, atom 61 (C): -0.4846, atom 62 (C): -1.2039, atom 63 (C): 0.5837, atom 64 (C): -0.4778, atom 65 (C): -0.2256, atom 66 (H): 0.5232, atom 67 (H): 0.5879, atom 68 (H): 0.4022, atom 69 (H): 0.4560, atom 70 (H): 0.4462, atom 71 (O): -0.6858, atom 72 (N): 0.6101, atom 73 (O): 0.0526, atom 74 (C): -1.1678, atom 75 (C): 0.9764, atom 76 (C): 0.1033, atom 77 (C): -0.7512, atom 78 (C): -0.9247, atom 79 (C): -0.2976, atom 80 (H): 0.6945, atom 81 (H): -0.1238, atom 82 (H): 0.4911, atom 83 (H): 0.4213, atom 84 (H): 0.5629, atom 85 (O): -0.2051, atom 86 (N): 1.0349, atom 87 (O): -0.6507, atom 88 (C): -0.6641, atom 89 (C): -0.3371, atom 90 (C): -0.7265, atom 91 (C): -0.5838, atom 92 (C): -0.5526, atom 93 (C): 0.3205, atom 94 (H): 0.5216, atom 95 (H): 0.4125, atom 96 (H): 0.4144, atom 97 (H): 0.4995, atom 98 (H): 0.5487, atom 99 (O): -0.6020